# 1
Formula: C52H49N7O2STc
Source: OMol25
Level of theory: ωB97M-V with the def2-TZVPD basis set

Cartesian coordinates (Å):
H 0.51453 3.36527 -4.26572
C -0.87730 -1.88891 3.25516
C 1.33904 4.76627 1.14454
H 2.71865 -5.72012 -3.99105
H 2.59386 1.39082 -6.88326
H -0.99635 1.53230 -8.27444
H 0.22998 -5.28302 -1.80143
C 2.53596 4.69751 4.61167
C -5.08343 -0.22590 -2.25217
C 0.35009 -1.75907 -3.14210
C 2.84872 4.64042 5.95933
N 1.79588 5.94848 4.27313
C 4.28079 2.80713 5.55762
H 1.92961 -2.11362 0.70448
C 0.50707 0.04203 -4.85813
H 3.95018 3.64444 7.50062
H -3.76743 -3.38372 7.33607
H -0.88984 0.12555 -7.12197
C -1.60102 2.83998 4.42213
C -0.60698 -6.03050 -4.43881
H 4.99450 1.64026 7.97759
H -0.16918 3.85056 -6.40420
C -0.66777 -2.68351 6.20003
C -0.47044 -1.49450 6.90024
H 1.63806 1.44883 -8.41277
C 0.57612 2.49925 0.87470
H -7.22546 1.34920 0.57555
N 0.34514 0.51711 -2.55347
C 1.37108 -2.62081 2.71622
C 1.26312 3.57370 0.37539
C 3.67805 3.64875 6.45719
H -1.72289 -1.79774 3.93260
C 0.70790 -5.31512 -4.45673
H -1.83275 -0.84727 1.67503
H 2.39312 5.36242 6.63775
S 0.58287 -3.27615 5.15369
C -1.86029 -3.39969 6.32146
H 1.85152 -7.12085 -4.57533
C -3.09459 0.12838 -0.98334
H 0.49004 -0.71080 -5.61642
H 0.19110 -4.41949 -6.30576
C 0.43346 -0.35486 -3.55168
H -0.62017 -6.91730 -5.05246
N 0.13007 -1.91628 -1.81995
C 1.17052 -2.06697 1.47203
C 0.31873 -2.52659 3.60370
Tc -0.04642 -0.24943 -0.64991
N 0.04086 -1.41290 1.11186
C -6.44982 -0.10017 -2.38233
H 0.25313 3.43386 -8.05613
H 4.60659 2.23933 3.49944
H -2.27726 2.86815 5.24821
H 3.24368 4.04981 2.58779
H 1.78935 3.49211 -0.54474
N 1.03761 6.01303 3.28953
C 3.21911 3.87341 3.66518
C -2.82085 -2.86544 7.19287
C -0.01953 3.76871 2.90820
H 1.17779 -5.88657 -6.43574
C 5.74528 1.94100 7.24115
N -2.68806 -1.68841 7.80661
H -0.75517 4.76281 4.68425
H -1.98270 -4.35796 5.79478
C -0.82263 1.21416 -7.24014
C -4.46274 0.19112 -1.09449
C 0.51949 2.29759 -4.15907
C 0.60330 -4.12117 -3.57126
C 0.49363 1.78793 -6.64990
H -1.41166 -5.39972 -4.83812
C -7.23780 0.52151 -1.41771
H -4.53473 -0.64630 -3.12054
H -0.19070 -3.35761 -0.34932
H 6.59497 1.26183 7.24580
C 0.75313 4.85945 2.45851
C -1.61083 1.70365 3.51638
C 0.53367 3.27478 -7.01042
H 0.78280 -2.55965 -5.05620
H 1.94813 -4.32121 -5.97280
H -4.74786 1.03073 0.83488
H 0.29868 2.45588 -2.02750
H -2.32762 0.95481 3.78880
H -1.44264 -0.13256 8.27995
C -6.61993 0.91683 -0.23855
H 6.15074 2.92576 7.46159
H 2.23717 -3.11316 3.06105
O 5.13588 1.84217 5.93507
C 0.61928 -2.81495 -4.02487
H 1.85800 5.66371 0.80437
C -0.80411 3.85074 4.07185
C 4.05510 2.89737 4.19762
C 0.49059 1.41057 -5.19486
H 0.50535 -1.01263 6.76897
C -0.11639 2.58173 2.08841
C -5.22864 0.75646 -0.07770
C 1.05615 -4.94978 -5.90975
N -0.89999 1.56206 2.46327
C -0.95793 -1.39227 2.01403
C 0.37940 1.80329 -2.86083
C -1.90683 -0.10436 -0.84247
H -1.66335 1.55634 -6.65188
H 1.64012 -6.53521 -2.88860
H -0.85260 -6.29764 -3.43872
H 1.58229 -0.03270 -7.37569
H 1.49701 3.75741 -6.86563
H -8.30047 0.59592 -1.56062
C 0.28046 -4.29237 -2.20931
C -1.52345 -1.03053 7.69954
H -6.89783 -0.41494 -3.29661
O 0.65145 1.37066 0.11381
C 0.10297 -3.21276 -1.38351
C 1.67635 1.10996 -7.39254
C 1.79718 -6.24010 -3.92204

Properties
* charge: +2
* orbital gap (alpha / beta): 5.517 / 4.450 eV
* lowest unoccupied orbital energy (alpha / beta): -6.07 / -7.13 eV
* energy: -3023.0728 Ha
* 2S+1: 4
* energy relative to the best compared isomer or geometry (same formula, charge and spin): 19.4 kcal per mole

# 2
Formula: C52H50GeN6OsP
Source: OMol25
Level of theory: ωB97M-V with the def2-TZVPD basis set

Cartesian coordinates (Å):
C 0.42877 4.54500 2.18120
C -3.58684 -3.90790 -1.91198
C -3.11056 -0.88095 1.34820
P 0.37119 -0.50473 -3.06813
C 7.35618 -1.42903 -1.35987
C -1.03356 -0.76517 5.12070
C -3.24003 -5.17196 -2.38335
H 0.75627 0.64514 1.91417
C 1.67209 -0.83862 -1.82436
H -1.36875 8.33254 -3.64125
H 1.37387 3.08984 0.91618
H 0.00488 -1.04537 2.16885
C 2.93952 -1.18618 1.55702
H 1.37182 2.32480 3.74270
H 2.01006 -3.09705 4.20096
H -2.70994 5.74741 1.76141
N 2.93798 -1.20320 -2.09394
C 5.03700 -1.77797 -0.82237
C -0.94999 -1.42717 -2.23675
C 1.05206 1.61533 4.50206
H 0.50728 7.75474 -2.14328
H -6.28795 -6.63375 -2.32346
C -0.53609 2.72104 -0.94616
H -2.65672 4.13602 -0.10635
H -2.87973 6.56654 -4.47563
N -1.72241 -2.41295 -2.72341
C 4.06052 -0.47413 3.56341
H 0.88295 5.40539 -1.48155
C -4.91215 -3.63267 -1.58654
C 2.74217 -1.09699 0.10019
C -1.80502 4.22663 0.55615
C -3.48916 -3.24758 2.75074
C -0.12097 1.11061 -2.39561
C -0.15216 6.97956 -2.50883
H 4.33874 -2.11597 -3.33024
H 4.36957 0.41515 1.63180
C -0.22297 0.07458 2.19148
H 0.44737 1.60199 -4.94012
C -3.63051 -0.84942 2.64112
C -3.82500 -2.03032 3.33513
H -2.98971 1.63726 3.43135
H -1.54660 -2.02367 -4.77404
C -2.56733 -2.86204 -1.72815
H -3.08623 0.03298 0.75054
N -0.28645 2.24787 -3.08791
C 3.48200 -1.45697 -3.43355
H -3.64211 -4.16793 3.29822
H 1.62997 -2.88276 1.76827
C -5.53099 -5.87036 -2.20678
H -3.95239 0.08467 3.07908
H 0.95361 2.14853 5.44897
H -3.94091 -7.13024 -2.89742
C 2.28019 -2.18083 2.28161
C 3.39466 -1.45697 4.28432
H -0.95607 -3.62724 -4.26897
C -0.65959 3.46850 0.31841
N 1.54063 -0.77038 -0.48810
H -0.98939 -0.49006 6.17563
C -4.21294 -6.14916 -2.53304
N -1.28133 -1.23433 -0.96152
C -2.11572 2.09156 3.88640
C 6.02973 -1.04589 -1.47318
H 8.73057 -2.83708 -0.51074
H -2.02038 -1.17274 4.90828
N -0.28610 1.37416 -1.08946
C -0.70732 5.31436 2.39782
H -5.18758 -2.64751 -1.22873
C 3.83139 -0.33276 2.20149
C -0.56339 3.26799 -2.20733
H -1.79877 2.93908 3.28173
H 1.31004 4.70264 2.78861
H 6.97528 -4.13148 0.64761
H 0.33689 3.36384 -4.73275
C 6.70881 -3.26571 0.05706
C 2.50041 -2.30839 3.64506
H -0.28021 -1.53257 4.94199
H -2.69772 -3.29767 -4.33484
C 0.45482 3.62177 1.14526
H -6.90975 -4.39501 -1.48461
H 8.12661 -0.85969 -1.86138
C -2.97632 -3.28787 1.46433
C -1.20599 7.30309 -3.35254
H -0.71471 6.05639 3.18513
C -1.82756 5.14420 1.59538
C -1.72311 -2.87097 -4.11671
Os -0.18677 -0.09719 0.32046
H 4.77055 0.17434 4.05925
C 3.62859 -1.36885 -0.91302
H -2.20631 -5.40638 -2.61266
H -1.13349 2.41304 -5.00828
C -1.84684 4.99036 -3.45892
C 7.69458 -2.53862 -0.59637
H 4.60940 -3.45723 0.45192
H 1.80793 0.84019 4.61880
C 5.38043 -2.88679 -0.05128
C -0.78500 4.66289 -2.61685
H 3.79860 -0.52522 -3.89722
Ge -0.66899 0.82494 4.07725
C -5.88000 -4.61336 -1.73257
C -2.79305 -2.10582 0.75397
H -2.73127 -4.23523 1.00079
H 5.77140 -0.16649 -2.05192
H 3.59011 -1.57626 5.34193
H 2.72669 -1.94081 -4.04670
H -2.39434 2.45604 4.87591
C -2.26597 -2.11336 -0.61477
C 0.06019 5.66121 -2.13798
H -2.52259 4.22009 -3.81207
H -4.26520 -2.00947 4.32334
C -2.05429 6.31045 -3.82577
C -0.15308 2.41368 -4.53835

Properties
* charge: +3
* orbital gap: 5.436 eV
* lowest unoccupied orbital energy: -9.89 eV
* energy: -4848.1555 Ha
* energy relative to the best compared isomer or geometry (same formula, charge and spin): 0.0 kcal per mole

> Which formula does entry 2 have?

C52H50GeN6OsP

> Which of these has the lowest energy relative to the best compared isomer or geometry (same formula, charge and spin)?

C52H50GeN6OsP

> Among the records above, which one has the highest energy relative to the best compared isomer or geometry (same formula, charge and spin)?

C52H49N7O2STc

> What is the charge in the second record?

+3